[1]
The following is a quantum chemistry calculation of 10 unconnected molecules or ions with the total composition C8H34BF4N16O9, from the OMol25 dataset.

Summary:
Lowest unoccupied orbital energy in eV: 2.1
Frontier orbital gap in eV: 8.65
Net charge: -1
Multiplicity: 1

```
72
Properties=species:S:1:pos:R:3:forces:R:3
B 0.3192 0.0884 -0.5537 -0.313 0.611 0.073
F 0.7189 -0.5121 -1.6868 1.429 -0.376 -2.009
F -0.8345 0.7945 -0.8067 -1.463 1.035 -0.206
F 0.0750 -0.8284 0.3847 -0.677 -1.886 1.852
F 1.2793 0.9321 -0.1250 1.714 1.550 0.660
O 2.5256 -2.5092 1.0767 -0.482 -0.003 0.485
H 3.1733 -2.3540 0.3892 0.798 -0.129 -0.588
H 2.6179 -1.7611 1.6666 0.040 0.406 0.070
C -1.2429 -3.0706 -3.1087 1.676 1.662 1.729
O -2.0725 -3.0826 -2.2389 -1.433 0.349 1.498
N -1.1675 -3.8652 -4.0940 -2.428 -5.612 -4.752
N -0.1372 -2.3635 -3.1888 2.441 3.540 1.481
H -0.3429 -3.9251 -4.6741 -0.657 -0.429 0.250
H -1.8383 -4.6150 -4.0044 0.293 -0.275 -0.831
H 0.0348 -1.6271 -2.5194 -0.013 -0.312 -0.414
H 0.4279 -2.3672 -4.0259 -0.261 0.167 0.442
C 2.9966 3.3030 1.4498 0.048 0.660 -2.218
O 3.0093 3.6415 0.2429 -0.004 -1.084 1.859
N 2.8186 2.0968 1.9870 -0.018 -2.372 -0.986
N 3.1736 4.1530 2.4434 0.880 3.513 2.189
H 2.8111 1.9793 2.9901 -0.372 -0.170 -0.528
H 2.4169 1.4090 1.3659 -0.032 -0.195 0.382
H 3.2893 3.8618 3.4036 -0.188 -0.020 -0.377
H 3.3892 5.1268 2.2838 -0.081 -0.344 -0.326
C -2.9419 4.3010 0.1161 2.808 -2.534 0.435
O -2.6862 4.0306 1.2568 -0.176 0.187 2.195
N -2.2217 3.7475 -0.8869 0.551 -0.387 -1.056
N -3.8668 5.0660 -0.3313 -4.396 3.744 -0.903
H -1.9575 2.8084 -0.6257 0.385 -0.036 -0.591
H -2.6775 3.9177 -1.7720 0.697 -0.939 -0.314
H -4.1051 5.1169 -1.3115 0.053 0.016 0.426
H -4.5163 5.4842 0.3194 0.222 -0.043 -0.137
C 4.9941 -0.8168 -0.5072 -2.365 1.054 0.519
O 4.7810 -2.0382 -0.4432 1.881 0.856 -0.047
N 4.0075 0.0082 -0.8701 -1.849 0.242 -0.993
N 6.0014 0.0066 -0.0922 2.417 -2.264 0.567
H 4.0890 1.0011 -0.7039 -0.544 -0.174 -0.180
H 3.1011 -0.3983 -1.0524 0.005 0.375 -0.024
H 5.9964 1.0012 -0.2683 0.079 -0.497 -0.150
H 6.8746 -0.4943 -0.0110 0.244 0.653 0.229
C -3.7565 -1.6458 1.0814 -1.062 1.335 0.854
O -4.8086 -1.7398 1.7024 -0.385 0.531 0.031
N -3.1468 -0.5012 0.7184 -0.973 2.475 -0.032
N -3.0662 -2.6593 0.6944 1.570 -3.641 -0.739
H -3.8009 0.2681 0.6963 0.642 0.279 0.105
H -2.2281 -0.4103 0.3089 -0.442 -0.152 0.050
H -2.3194 -2.5109 0.0309 -0.322 -0.678 -0.096
H -3.4228 -3.5538 0.9992 0.499 -0.036 -0.379
C -0.7979 1.0332 3.2994 -1.037 -2.794 1.464
O -1.2312 1.4470 4.3094 -1.887 2.773 5.067
N -0.7634 -0.2490 3.0939 0.250 -4.785 -0.006
N -0.3204 1.7102 2.3678 2.632 4.356 -5.088
H -1.0590 -0.7777 3.9021 -0.109 -0.315 -0.606
H -0.5802 -0.6768 2.1975 -0.161 -0.174 0.441
H -0.0185 1.2032 1.5481 0.033 1.083 -0.041
H -0.4321 2.7098 2.4603 0.100 -0.129 -0.769
C -1.9028 1.1234 -4.2659 -2.650 -1.312 -1.349
O -2.5700 0.8531 -5.2412 -1.125 0.291 -1.600
N -2.3537 1.3292 -3.0687 -2.603 1.006 4.388
N -0.6232 1.1262 -4.2734 5.211 -0.019 -1.178
H -1.7651 1.0524 -2.2960 -0.190 0.253 0.024
H -3.3390 1.3066 -2.8482 0.168 -0.241 -0.512
H -0.2617 0.7591 -5.1421 0.591 0.066 0.487
H -0.1246 1.1156 -3.3951 0.383 -0.064 -0.530
C -0.1534 -3.8470 2.7723 -0.067 -0.925 -0.865
O -1.1468 -4.2755 3.3156 -0.536 -0.383 1.079
N 1.1244 -3.9088 3.1776 1.286 0.074 1.798
N -0.1570 -3.4053 1.5128 -1.434 0.501 -1.590
H 1.7112 -3.2915 2.6347 0.624 -0.659 0.580
H 1.3397 -4.1775 4.1271 -0.029 0.418 -0.206
H 0.6501 -2.9675 1.0920 -0.308 -0.324 -0.349
H -0.9894 -3.6860 1.0143 0.422 0.649 -0.145
```
Forces are in eV/Å.

[2]
The following is a quantum chemistry calculation of a molecular structure, C8H34CsO17P, from the OMol25 dataset.

Summary:
Lowest unoccupied orbital energy in eV: 3.1
Frontier orbital gap in eV: 6.46
Net charge: -2
Multiplicity: 1

```
61
Properties=species:S:1:pos:R:3:forces:R:3
Cs 3.5760 0.3728 -0.0928 -0.662 -0.190 0.183
P -0.0303 0.0560 0.0913 -1.151 -0.150 -1.389
O -0.5570 1.1102 1.0718 0.239 0.108 -0.158
O 0.8089 0.7243 -1.0533 0.791 0.256 0.761
O -1.1964 -0.6826 -0.6090 0.415 -0.214 0.521
O 0.8526 -0.9944 0.8404 0.406 0.209 -0.326
O 1.9104 -0.0378 3.0860 0.573 -0.091 -0.201
H 1.4414 0.8099 3.0620 0.061 -0.054 0.060
H 1.6128 -0.5100 2.2694 -0.346 0.351 0.440
O -3.3088 1.3279 1.3861 0.241 0.103 0.130
H -2.3292 1.2887 1.2546 -0.600 -0.166 0.033
H -3.6486 0.5394 0.9397 0.145 0.047 -0.089
O 1.5866 -0.9767 -3.0231 0.396 0.272 -0.275
H 1.4302 -1.8386 -2.6074 0.023 0.145 0.175
H 1.3517 -0.3264 -2.3163 -0.271 -0.271 -0.051
O -1.3355 -1.0215 -3.3421 -0.294 -0.323 0.266
H -0.4212 -0.8040 -3.5631 0.062 -0.084 0.179
H -1.3339 -1.0660 -2.3507 0.170 0.675 -0.768
O -1.1771 -2.6773 1.9594 0.106 0.344 0.187
H -1.3599 -3.1075 1.1152 -0.062 0.183 -0.221
H -0.8117 -1.7985 1.7109 -0.148 -0.837 0.114
C -0.9633 4.3449 2.2111 0.174 -1.343 -0.586
C 0.3879 3.9262 2.7893 0.560 -0.127 -0.104
O 0.6055 2.5314 2.8577 -0.572 0.047 0.084
O -1.0884 3.9305 0.8503 0.290 0.353 0.007
H -1.0819 5.4278 2.1674 0.021 0.053 0.417
H -1.7544 3.8524 2.7940 -0.078 0.342 0.107
H 0.5405 4.2728 3.8201 -0.252 0.377 -0.116
H 1.1759 4.3563 2.1539 -0.050 0.180 0.027
H 0.0677 2.0111 2.1850 0.315 0.135 0.019
H -0.8262 2.9940 0.7455 -0.279 -0.013 0.172
C -4.0403 -2.3563 -0.1971 -0.829 -0.016 0.040
C -3.3546 -3.2524 -1.2132 0.684 0.285 -0.001
O -1.9552 -3.3381 -0.9657 0.057 -0.389 0.016
O -3.7715 -0.9932 -0.4181 0.246 -0.365 0.041
H -3.8010 -2.6208 0.8410 0.373 -0.285 -0.129
H -5.1273 -2.5260 -0.2738 0.039 0.231 -0.184
H -3.4990 -2.8640 -2.2291 -0.220 0.173 0.096
H -3.7573 -4.2698 -1.2086 0.052 -0.042 0.272
H -1.5408 -2.4568 -1.0926 -0.119 -0.158 0.288
H -2.7691 -0.9069 -0.4009 -0.311 0.511 -0.061
C 1.8594 4.0641 -1.2508 -0.185 -0.084 1.646
C 2.1769 3.4781 -2.6002 -0.494 0.381 -0.351
O 1.1389 2.6490 -3.0644 0.477 -0.369 -0.008
O 2.0228 3.1063 -0.1904 0.169 -0.301 -0.445
H 0.8353 4.4455 -1.1724 -0.050 -0.075 -0.475
H 2.5019 4.8913 -0.9271 0.243 -0.001 -0.518
H 3.1573 2.9774 -2.5519 -0.045 -0.099 -0.046
H 2.2442 4.2768 -3.3489 0.181 0.068 0.119
H 1.0773 1.8543 -2.4912 -0.395 0.207 0.096
H 1.4156 2.3452 -0.3646 -0.098 0.171 -0.039
C 1.7521 -4.0366 -0.3912 0.171 0.176 -0.829
C 2.8208 -3.9705 0.6768 -0.326 0.380 0.924
O 2.3626 -3.3599 1.8745 -0.091 0.023 0.017
O 1.4429 -2.7843 -0.9766 0.421 -0.308 0.579
H 0.8280 -4.4853 -0.0133 0.146 -0.173 0.237
H 2.1453 -4.6659 -1.2005 -0.163 -0.052 0.011
H 3.7230 -3.4242 0.3637 -0.087 -0.112 -0.537
H 3.1351 -4.9802 0.9624 -0.034 -0.068 -0.140
H 1.6979 -2.6764 1.6676 0.076 -0.091 0.073
H 1.1545 -2.1557 -0.2468 -0.112 0.065 -0.291
```
Forces are in eV/Å.

[3]
The following is a quantum chemistry calculation of a molecular structure, C8H34F6O17PtS2, from the OMol25 dataset.

Summary:
Lowest unoccupied orbital energy (spin up / spin down) in eV: -2.4 / -3.9
Frontier orbital gap (spin up / spin down) in eV: 8.09 / 6.49
Net charge: 0
Multiplicity: 3
Expectation value of S²: 2.003

```
68
Properties=species:S:1:pos:R:3:forces:R:3
Pt 10.9359 14.4503 -17.4788 -0.260 -0.677 -0.847
C 10.9485 10.2371 -19.2944 0.564 1.151 0.986
F 10.0515 10.0954 -18.3130 -0.235 -0.179 0.147
F 11.4168 9.0584 -19.6302 0.026 -0.361 -0.271
F 10.3279 10.8074 -20.3181 -0.028 0.038 -0.448
S 12.3623 11.3061 -18.6439 1.534 -2.905 0.470
O 12.8186 10.6088 -17.4579 -0.822 0.822 -0.456
O 13.3265 11.3133 -19.7153 -0.747 0.835 -0.080
O 11.6779 12.5848 -18.3808 -0.600 1.830 0.526
C 7.8887 14.0253 -20.9944 0.948 0.130 0.397
F 7.3220 14.5966 -22.0311 0.029 0.204 -0.086
F 7.1190 14.1800 -19.9162 -0.302 0.103 0.193
F 8.0313 12.7262 -21.2340 0.219 0.074 -0.160
S 9.5798 14.7664 -20.6190 1.214 1.092 -1.201
O 9.4615 16.2051 -20.7453 -0.610 -0.814 0.003
O 9.8332 14.3763 -19.2274 -1.223 -0.680 -0.285
O 10.4951 14.1110 -21.5234 -0.891 0.401 0.416
O 8.5820 18.6225 -19.1118 -0.256 -0.127 0.244
H 8.0776 19.3515 -19.4915 0.005 0.002 0.054
H 8.0801 17.8324 -19.3492 0.132 0.040 -0.240
O 12.2337 12.3508 -22.5515 -0.190 0.001 0.045
H 11.4776 12.7331 -22.0744 0.613 -0.438 0.047
H 12.8411 12.0603 -21.8562 -0.115 0.046 -0.039
O 10.2597 14.2027 -24.2755 0.338 -0.044 0.187
H 10.9716 14.4099 -24.8924 -0.044 -0.124 0.001
H 10.7103 13.8825 -23.4731 -0.295 0.029 -0.545
O 6.0454 12.7043 -17.2140 0.238 0.139 0.130
H 6.2775 11.9110 -17.7186 -0.040 0.196 -0.201
H 5.4081 13.1582 -17.7752 -0.019 -0.147 -0.056
O 10.2761 16.6113 -17.6065 0.345 0.112 0.316
H 10.4800 17.2043 -18.3559 0.106 -0.270 -0.036
H 9.5205 17.0094 -17.1575 0.014 -0.152 0.046
O 12.2220 16.3129 -22.8529 0.184 0.178 -0.108
H 11.6750 15.5264 -22.8198 -0.098 -0.086 0.100
H 11.7849 16.8855 -23.4914 -0.018 0.038 0.096
O 11.1500 18.5802 -20.5931 0.124 0.060 0.326
H 10.4781 17.8923 -20.6546 0.006 -0.143 -0.311
H 10.6537 19.3514 -20.3061 0.019 0.031 0.016
O 8.1915 15.9728 -24.9308 0.001 -0.067 0.194
H 8.8609 15.3837 -24.5325 -0.115 0.110 -0.193
H 7.6551 15.3931 -25.4789 0.042 0.007 -0.010
O 8.7118 14.1029 -16.9414 0.007 0.311 0.394
H 8.1194 14.1079 -17.7084 0.209 -0.226 -0.099
H 8.1493 13.8710 -16.1892 0.228 -0.190 -0.001
C 4.4292 10.0090 -20.7792 -0.103 -1.058 -1.210
C 5.7608 9.9651 -20.0783 0.375 1.766 -0.699
C 6.9113 9.3596 -20.8612 0.064 -0.835 -0.429
O 6.1574 11.3653 -19.9132 -0.408 -0.178 1.198
H 3.6781 10.5793 -20.2409 0.040 -0.055 0.124
H 4.0732 8.9967 -21.0037 -0.200 -0.002 0.448
H 4.5421 10.4148 -21.7904 0.099 0.388 0.172
H 5.5926 9.5769 -19.0739 0.508 -0.089 0.047
H 7.8790 9.6019 -20.4255 -0.121 -0.011 0.292
H 6.9402 9.7648 -21.8784 -0.210 0.207 0.066
H 6.8783 8.2781 -21.0158 -0.212 -0.013 0.289
H 6.4746 11.7277 -20.7459 -0.137 -0.455 0.019
C 4.7926 16.5458 -20.4567 0.842 -0.317 -2.085
C 5.2999 17.7480 -21.2878 -0.976 -0.231 0.950
C 4.7513 17.6930 -22.6941 -0.218 0.157 -0.309
O 4.7560 18.9296 -20.6923 0.380 0.544 -0.103
H 5.3134 16.3746 -19.5170 -0.224 0.174 0.172
H 5.0170 15.7184 -21.1424 -0.029 -0.404 0.561
H 3.7062 16.5834 -20.4145 0.005 0.157 0.478
H 6.3979 17.7814 -21.3193 -0.062 0.036 0.104
H 4.7872 18.6820 -23.1522 0.246 -0.013 0.013
H 3.6923 17.4223 -22.6832 0.045 -0.118 0.098
H 5.2934 16.9917 -23.3288 0.053 -0.008 0.071
H 4.7001 18.7996 -19.7433 0.010 0.008 0.069
```
Forces are in eV/Å.

[4]
The following is a quantum chemistry calculation of 9 unconnected molecules or ions with the total composition C8H34O9, from the OMol25 dataset.

Summary:
Lowest unoccupied orbital energy in eV: 0.5
Frontier orbital gap in eV: 10.19
Net charge: 0
SMILES: CCO.CCO.CCO.CCO.O.O.O.O.O
Multiplicity: 1

```
51
Properties=species:S:1:pos:R:3:forces:R:3
C 15.8189 6.7099 8.9912 0.259 -0.078 0.890
C 16.5327 6.2449 7.7610 0.031 -0.144 -0.673
O 16.0977 4.9683 7.2998 -0.542 0.075 0.087
H 14.7216 6.7849 8.8899 0.535 -0.097 -0.044
H 16.2194 7.6886 9.2741 -0.226 0.042 -0.014
H 16.1038 6.0231 9.8092 -0.587 0.263 -0.208
H 17.6018 6.1762 7.9636 0.019 -0.270 0.073
H 16.4643 6.9819 6.9583 -0.248 0.145 -0.227
H 15.1175 4.9921 7.2107 0.785 0.135 -0.005
C 8.2965 10.2132 8.3491 -0.402 -0.462 -1.595
C 7.4189 9.3094 7.5055 -0.092 -1.304 1.132
O 6.7456 8.3173 8.3680 1.231 -0.485 -0.933
H 7.6339 10.8581 8.8747 -0.081 0.697 0.946
H 8.9203 10.7845 7.6597 0.130 0.152 0.280
H 8.9143 9.5718 8.9680 0.087 0.229 0.288
H 8.0327 8.8051 6.7669 0.051 -0.696 0.207
H 6.6128 9.7071 6.9456 -0.543 1.334 -0.522
H 6.1093 8.7452 8.9341 -0.169 0.427 0.165
C 7.9621 4.5642 8.6646 1.009 0.206 -0.446
C 8.1650 5.3069 9.9692 -0.865 0.278 -1.149
O 8.7129 6.5813 9.6896 0.706 0.591 0.373
H 7.2908 5.1314 8.0124 -0.115 -0.105 0.171
H 7.5360 3.6098 8.8986 -0.277 -0.729 -0.222
H 8.9122 4.4402 8.0955 -0.523 -0.081 0.550
H 8.8308 4.8091 10.6570 0.193 -0.156 0.122
H 7.1553 5.3886 10.3980 0.312 0.206 0.411
H 8.1410 7.0944 9.0978 -0.401 -0.083 0.171
C 14.3730 5.5364 4.1547 0.267 -1.113 0.224
C 13.4617 6.0920 5.1939 -0.369 0.800 0.364
O 13.3455 5.2804 6.3561 0.007 -0.592 -0.108
H 13.8737 4.7097 3.6365 0.113 0.135 -0.158
H 15.2530 5.1048 4.6499 0.064 0.352 -0.255
H 14.6409 6.3061 3.4489 0.221 0.107 -0.332
H 12.4667 6.2194 4.7855 -0.355 0.282 -0.199
H 13.8118 7.0672 5.5313 0.024 -0.003 0.149
H 13.1276 4.4040 6.0076 -0.024 -0.007 0.419
O 11.4503 9.1397 6.7849 0.263 -0.101 -0.690
H 12.1492 9.1708 6.1108 -0.378 0.020 0.327
H 11.8533 9.5256 7.5686 0.091 -0.008 0.458
O 12.2160 9.2804 9.7377 0.022 0.482 0.126
H 11.7171 8.4548 9.7933 0.201 -0.189 -0.232
H 12.5191 9.4791 10.6293 -0.010 -0.026 -0.100
O 11.7467 3.8991 9.8191 0.758 -0.078 -0.434
H 12.5272 3.3799 10.1165 -0.703 0.733 -0.407
H 12.0789 4.5479 9.1542 -0.271 -0.661 0.761
O 13.2937 6.0339 11.0860 -0.527 0.241 -0.418
H 13.0450 6.2774 10.1741 0.277 0.059 0.388
H 12.4300 5.7448 11.4138 0.261 -0.141 0.123
O 11.4011 6.8742 8.7924 -0.840 -0.578 0.519
H 10.4744 6.7351 9.1184 0.434 -0.099 -0.125
H 11.3005 6.9473 7.8398 0.197 0.295 -0.228
```
Forces are in eV/Å.